Entry 1:
C28H37BrClF6NO8P | ωB97M-V/def2-TZVPD

The value obtained for the largest force on an atom is 0.0844 Eh/bohr. The value obtained for the molecular weight is 775.9 Da. The value obtained for the highest occupied orbital energy is -9.425 eV. As for the net charge: +1. For the orbital gap, the calculation gives 0.247 hartree.

The geometry in XYZ format:
```
83
Properties=species:S:1:pos:R:3:mulliken_charge:R:1
C 3.656 1.195 1.360 -1.055
C 2.357 1.997 1.063 -1.556
C 0.949 1.307 0.898 -1.318
N 0.640 0.948 -0.520 0.561
C 1.464 -0.245 -0.894 0.457
C -0.844 0.943 -0.872 0.481
C -1.218 2.489 -0.843 -1.189
C -2.333 3.113 -1.705 -1.637
O -1.880 3.794 -2.907 -0.310
C -2.895 4.589 -3.436 0.679
C -3.383 4.196 -4.874 -0.889
O -3.377 5.535 -2.900 -0.504
C -0.832 0.536 -2.394 -0.865
Br -2.511 0.253 -3.401 0.000
C 0.008 1.496 -3.363 -0.449
C 1.093 0.686 -4.210 -1.353
C -1.677 0.027 0.162 2.518
C -1.497 -1.522 -0.195 -0.612
C -2.673 -2.529 -0.041 -1.232
C -2.155 -4.006 -0.276 0.760
F -0.920 -4.078 -0.849 -0.266
F -2.235 -4.770 0.863 -0.281
F -2.998 -4.652 -1.159 -0.322
C -3.205 0.333 0.206 -0.020
F -3.635 1.632 0.344 -0.242
F -3.899 -0.269 1.248 -0.238
F -3.937 -0.089 -0.880 -0.245
C -1.146 0.098 1.721 0.196
Cl -1.905 1.507 2.645 0.008
P -1.640 -1.293 2.857 0.166
O -1.153 -2.848 2.645 -0.564
O -2.878 -0.984 3.918 -0.580
C 0.455 0.270 1.978 0.827
C 0.812 1.033 3.334 -1.132
C 0.355 0.419 4.686 -0.290
O 0.501 -0.685 5.085 -0.374
O -0.318 1.327 5.560 -0.485
O 0.981 -1.022 2.032 0.375
C 2.199 -1.437 2.436 0.009
O 2.836 -1.218 3.426 -0.472
C 2.891 -2.506 1.527 0.405
C 2.077 -3.472 0.805 0.401
C 2.692 -4.490 -0.006 -0.585
C 4.142 -4.562 -0.107 -0.511
C 4.938 -3.601 0.622 -0.637
C 4.325 -2.577 1.428 -0.621
H 3.859 1.207 2.465 0.341
H 4.524 1.765 0.927 0.395
H 3.777 0.147 1.026 0.140
H 2.567 2.646 0.160 0.547
H 2.304 2.766 1.881 0.527
H 0.311 2.188 1.198 0.466
H 1.131 1.714 -1.007 1.143
H 2.093 -0.014 -1.795 0.176
H 0.928 -1.178 -1.160 0.125
H 2.212 -0.564 -0.129 -0.496
H -0.336 3.180 -0.974 0.532
H -1.518 2.701 0.221 0.481
H -3.247 2.489 -1.888 0.486
H -2.759 3.965 -1.097 0.717
H -3.990 3.264 -4.843 0.213
H -3.906 5.038 -5.375 0.335
H -2.452 3.996 -5.473 0.299
H -0.376 -0.456 -2.644 0.777
H -0.641 1.958 -4.147 0.558
H 0.517 2.354 -2.869 0.182
H 0.756 -0.358 -4.433 0.323
H 1.160 1.189 -5.211 0.418
H 2.115 0.736 -3.771 0.353
H -0.602 -1.961 0.324 -0.603
H -1.218 -1.689 -1.272 0.570
H -3.479 -2.439 -0.816 0.392
H -3.204 -2.568 0.935 0.471
H -1.804 -3.488 2.996 0.320
H -2.504 -0.994 4.818 0.451
H 0.614 2.134 3.280 0.666
H 1.934 1.033 3.464 0.588
H 0.411 1.881 5.908 0.358
H 0.978 -3.379 0.957 0.160
H 2.053 -5.225 -0.543 0.427
H 4.584 -5.376 -0.716 0.385
H 6.046 -3.667 0.580 0.369
H 4.938 -1.861 2.008 0.397
```

Entry 2:
C3H11NO3 | ωB97M-V/def2-TZVPD

The calculation puts the energy above the lowest of the compared OMol25 structures with the same formula, charge and spin at 326.42 kJ/mol. The value obtained for the largest force on an atom is 0.0752 Eh/bohr. The value obtained for the molecular weight is 109.1 Da. The value obtained for the highest occupied orbital energy is -9.636 eV. Its SMILES is C=CN=C.O.O.O. As for the net charge: 0. For the orbital gap, the calculation gives 0.367 hartree.

The geometry in XYZ format:
```
18
Properties=species:S:1:pos:R:3:nbo_charge:R:1
C 1.463 -0.898 -1.761 -0.431
C 1.554 -0.069 -0.656 -0.068
N 0.702 -0.305 0.472 -0.472
C 0.931 -1.366 1.177 0.007
H 0.655 -1.589 -1.893 0.231
H 2.040 -0.505 -2.643 0.203
H 1.891 0.999 -0.825 0.213
H 0.530 -1.629 2.113 0.178
H 1.321 -2.298 0.696 0.152
O 0.029 2.609 0.685 -0.971
H 0.235 1.638 0.490 0.493
H 0.195 2.989 -0.176 0.467
O -1.648 -1.278 -0.984 -0.947
H -1.383 -0.493 -1.456 0.456
H -1.889 -0.786 -0.170 0.493
O -2.223 0.687 1.417 -0.987
H -2.788 0.801 2.166 0.476
H -1.614 1.496 1.347 0.507
```

Entry 3:
C3H5N | ωB97M-V/def2-TZVPD

The calculation puts the energy above the lowest of the compared OMol25 structures with the same formula, charge and spin at 242.25 kJ/mol. The value obtained for the largest force on an atom is 0.1782 Eh/bohr. The value obtained for the molecular weight is 55.1 Da. The value obtained for the highest occupied orbital energy is -8.528 eV. Its SMILES is C=CN=C. As for the net charge: 0. For the orbital gap, the calculation gives 0.322 hartree.

The geometry in XYZ format:
```
9
Properties=species:S:1:pos:R:3:nbo_charge:R:1
C 1.170 -0.857 -0.093 -0.475
C 0.624 0.371 0.635 0.015
N -0.463 1.085 0.230 -0.433
C -1.465 0.571 -0.347 -0.021
H 1.839 -1.460 0.556 0.202
H 1.073 -1.065 -1.126 0.200
H 1.025 0.613 1.518 0.183
H -2.210 1.240 -0.856 0.174
H -1.593 -0.498 -0.517 0.155
```

no.,electronic energy (eV)
1,-155652.62752
2,-10919.62251
3,-4679.34645